1.
{"formula": "C23H22NO2", "method": "ωB97M-V with the def2-TZVPD basis set", "relative_energy_kj_mol": 21.43, "e_homo_ev": -11.99, "lumo_energy_ev": -6.12, "multiplicity": 1, "total_energy_ha": -1094.624237, "total_charge": 1, "elements": ["C", "C", "C", "C", "C", "C", "C", "C", "C", "C", "C", "C", "C", "C", "C", "C", "C", "C", "C", "H", "H", "H", "H", "H", "H", "H", "H", "H", "H", "H", "H", "H", "C", "C", "O", "C", "C", "N", "O", "H", "H", "H", "H", "H", "H", "H", "H", "H"], "xyz": [[-1.0736, -0.0533, 1.2469], [-0.3102, -0.3814, 2.4281], [-0.0724, -1.7279, 2.7892], [0.5161, -2.0294, 4.0131], [0.9054, -1.0014, 4.8785], [0.7088, 0.3347, 4.5142], [0.1180, 0.6475, 3.2964], [-1.0263, 1.2039, 0.5291], [-2.1787, 1.2745, -0.3294], [-2.4934, 2.4496, -0.9974], [-1.6202, 3.5409, -0.8871], [-0.4598, 3.4562, -0.1016], [-0.1519, 2.2876, 0.6035], [-2.9320, 0.0404, -0.1713], [-2.2460, -0.7780, 0.7948], [-2.8587, -1.9298, 1.2846], [-4.1135, -2.2940, 0.7853], [-4.7697, -1.4974, -0.1674], [-4.1923, -0.3075, -0.6292], [-0.3382, -2.5239, 2.0908], [0.6654, -3.0723, 4.2875], [1.3643, -1.2419, 5.8359], [1.0136, 1.1425, 5.1761], [-0.0577, 1.6851, 3.0182], [-3.4087, 2.4861, -1.5852], [-1.8429, 4.4615, -1.4250], [0.1995, 4.3217, -0.0193], [0.7571, 2.2125, 1.1985], [-2.3739, -2.5148, 2.0612], [-4.5970, -3.1944, 1.1640], [-5.7434, -1.8061, -0.5454], [-4.6951, 0.3510, -1.3358], [4.9485, 1.0518, -3.9831], [4.1356, -0.2136, -3.9270], [2.9184, 0.0728, -3.1889], [2.4132, -1.0133, -2.5935], [1.0890, -0.7543, -1.8948], [1.3657, -0.9834, -0.5026], [2.9195, -2.1212, -2.5770], [5.7518, 0.9182, -4.7134], [4.3475, 1.9241, -4.2660], [5.4108, 1.2421, -3.0058], [3.8407, -0.5504, -4.9285], [4.6924, -1.0061, -3.4194], [0.7445, 0.2582, -2.1324], [0.4016, -1.5169, -2.3008], [0.5140, -0.9541, 0.0407], [1.8142, -1.8961, -0.4095]]}

***

2.
{"formula": "C9H14", "method": "ωB97M-V with the def2-TZVPD basis set", "relative_energy_kj_mol": 25.01, "smiles": "Cc1ccccc1.CC", "e_homo_ev": -9.02, "lumo_energy_ev": 0.96, "multiplicity": 1, "total_energy_ha": -351.320667, "elements": ["C", "C", "H", "H", "H", "H", "H", "H", "C", "C", "C", "C", "C", "C", "C", "H", "H", "H", "H", "H", "H", "H", "H"], "xyz": [[-3.4181, -0.3099, 0.3492], [-3.7350, 1.1567, 0.0761], [-4.3033, -0.9501, 0.3143], [-2.6755, -0.6886, -0.3511], [-3.0350, -0.4012, 1.3668], [-2.8318, 1.7711, 0.0780], [-4.4172, 1.5433, 0.8384], [-4.2282, 1.2945, -0.8861], [0.8021, 0.3989, 1.7277], [2.9089, -0.7973, -1.8399], [2.8620, -1.6617, -0.7602], [2.3239, 0.4533, -1.7522], [2.1839, -1.3056, 0.3938], [1.5969, 0.7871, -0.6192], [1.5416, -0.0699, 0.4760], [3.4637, -1.1238, -2.7098], [3.2421, -2.6621, -0.9180], [2.4711, 1.2025, -2.5265], [2.1213, -1.9882, 1.2305], [1.1715, 1.7702, -0.4462], [-0.1958, 0.6299, 1.3698], [1.3402, 1.2827, 2.0607], [0.8106, -0.3318, 2.5281]]}

***

3.
{"formula": "C13H3Cl5LiN2O6", "method": "ωB97M-V with the def2-TZVPD basis set", "e_homo_ev": -6.33, "lumo_energy_ev": 1.27, "multiplicity": 1, "total_energy_ha": -3366.644876, "total_charge": -1, "elements": ["Li", "Cl", "C", "C", "C", "Cl", "C", "Cl", "C", "Cl", "C", "Cl", "O", "C", "O", "C", "C", "C", "C", "C", "C", "N", "O", "O", "N", "O", "O", "H", "H", "H"], "xyz": [[0.3449, -0.3557, -0.4306], [-0.9988, -3.9885, -0.5095], [-1.9658, -2.6367, -1.0639], [-1.4321, -1.3665, -0.9545], [-2.2635, -0.3796, -1.4160], [-1.6544, 1.2911, -1.3152], [-3.5367, -0.5575, -1.9506], [-4.5113, 0.7521, -2.5017], [-4.0157, -1.8628, -2.0288], [-5.5904, -2.1676, -2.6677], [-3.2237, -2.9194, -1.5845], [-3.8285, -4.5359, -1.6951], [2.9329, -0.6902, 0.6018], [2.9311, -0.1971, -0.5314], [1.9353, 0.2172, -1.1647], [4.2780, -0.0425, -1.2563], [5.4460, -0.5472, -0.6869], [6.6466, -0.3760, -1.3575], [6.7475, 0.2891, -2.5755], [5.5600, 0.7733, -3.1023], [4.3336, 0.6191, -2.4729], [5.6127, 1.4829, -4.3908], [6.7000, 1.5913, -4.9288], [4.5788, 1.9527, -4.8230], [7.8796, -0.9110, -0.7596], [7.7865, -1.5024, 0.2971], [8.9124, -0.7883, -1.3946], [5.3838, -1.0585, 0.2622], [7.6906, 0.4172, -3.0791], [3.4276, 0.9962, -2.9217]]}